1.
110
Properties=species:S:1:pos:R:3:lowdin_charge:R:1 method="wB97M-V/def2-TZVPD" energy_ev=-185952.78078 gap_ev="6.01 / 6.29" de_lowest_kcal_mol=0.00 e_lumo_ev="-9.739 / -9.467" s_squared=0.7680 spin_multiplicity=2 charge=+3
Re 0.2182 -0.3228 0.2913 1.414
C 5.7774 -2.1416 -5.8416 -0.019
C 5.1787 -1.9224 -4.4854 -0.223
C 4.4386 -0.7861 -4.1954 0.010
C 3.8869 -0.5472 -2.9399 -0.270
C 3.1770 0.7648 -2.7435 -0.050
C 4.0996 -1.5128 -1.9542 -0.308
Te 3.3074 -1.5306 -0.0046 1.967
N 2.2849 0.2129 0.3543 -0.349
C 3.3141 1.0060 0.7243 -0.611
O 4.4639 0.5449 0.5982 -0.070
C 3.0395 2.3787 1.1995 -0.161
C 1.7615 2.7924 1.5816 -0.065
C 1.5435 4.0941 1.9976 -0.064
C 2.6055 4.9933 2.0304 -0.044
C 3.8795 4.5866 1.6582 -0.032
C 4.1010 3.2802 1.2490 0.008
C 1.4309 -2.4865 -0.6026 -0.363
C 0.5115 -1.7628 -1.4339 -0.280
C -0.7458 -2.3230 -1.7617 -0.028
C -1.0679 -3.5829 -1.2946 -0.022
C -0.1560 -4.2704 -0.5101 0.037
C 1.0820 -3.7347 -0.1100 -0.289
C 1.9407 -4.5429 0.8225 -0.047
C 4.8624 -2.6722 -2.1962 -0.299
C 5.1475 -3.7170 -1.1457 -0.075
C 5.3822 -2.8506 -3.4657 0.016
H 5.4284 -1.4020 -6.5587 0.086
H 5.5314 -3.1343 -6.2185 0.096
H 6.8650 -2.0745 -5.7867 0.102
H 4.2910 -0.0415 -4.9694 0.134
H 2.4851 0.9451 -3.5684 0.095
H 3.9092 1.5751 -2.7532 0.106
H 2.6256 0.8225 -1.8112 0.012
H 0.9275 2.0945 1.5867 0.073
H 0.5560 4.4070 2.3121 0.112
H 2.4396 6.0099 2.3614 0.121
H 4.7040 5.2852 1.6966 0.124
H 5.0902 2.9482 0.9641 0.131
H 0.9085 -0.9850 -2.0876 0.107
H -1.4197 -1.7755 -2.4092 0.115
H -2.0109 -4.0415 -1.5574 0.130
H -0.4167 -5.2646 -0.1637 0.141
H 1.3217 -5.1534 1.4791 0.093
H 2.5814 -3.9196 1.4466 0.049
H 2.5803 -5.2314 0.2673 0.095
H 5.5421 -3.2924 -0.2191 0.072
H 5.9032 -4.4099 -1.5095 0.099
H 4.2652 -4.3182 -0.9085 0.064
H 5.9767 -3.7342 -3.6648 0.137
C -1.1601 4.2422 -2.0682 0.030
N 0.1204 3.6082 -1.6993 -0.129
C 1.3581 4.4070 -1.7659 0.024
C 0.1570 2.3752 -1.3565 -0.184
N 0.1705 1.2480 -1.0578 0.053
H -1.1262 4.5306 -3.1174 0.109
H -1.3045 5.1226 -1.4449 0.106
H -1.9719 3.5364 -1.9071 0.085
H 1.5264 4.7232 -2.7940 0.109
H 2.1948 3.8070 -1.4155 0.089
H 1.2451 5.2775 -1.1225 0.104
C -0.1290 0.1626 4.2041 -0.167
As 0.1343 -1.5841 3.4825 1.098
C 1.5125 -2.4804 4.4446 -0.162
C -1.4599 -2.6204 3.4584 -0.154
O 0.7575 -1.4236 1.8872 -0.661
H -0.6011 0.0721 5.1828 0.067
H -0.7763 0.7430 3.5463 0.015
H 0.8398 0.6498 4.3085 0.059
H 1.2914 -2.4359 5.5109 0.066
H 2.4586 -1.9782 4.2482 0.059
H 1.5620 -3.5202 4.1272 0.051
H -1.8751 -2.6533 4.4662 0.071
H -1.2114 -3.6299 3.1338 0.059
H -2.1894 -2.1830 2.7790 0.017
C -1.4482 -0.1116 0.6004 -0.286
Ge -3.4208 0.3944 0.5747 0.960
C -3.8623 0.5397 -1.3024 -0.296
C -2.9424 0.5161 -2.3480 -0.146
C -3.3634 0.6449 -3.6654 -0.073
C -4.7135 0.7992 -3.9499 -0.051
C -5.6402 0.8234 -2.9164 -0.047
C -5.2184 0.6908 -1.6013 -0.092
C -3.5180 2.0898 1.4981 -0.296
C -3.2523 2.1867 2.8660 -0.135
C -3.3138 3.4096 3.5161 -0.065
C -3.6488 4.5547 2.8029 -0.056
C -3.9215 4.4717 1.4454 -0.062
C -3.8535 3.2457 0.7953 -0.105
C -4.2580 -1.0879 1.4858 -0.316
C -4.9853 -0.9036 2.6617 -0.096
C -5.5709 -1.9890 3.3014 -0.055
C -5.4353 -3.2642 2.7708 -0.053
C -4.7286 -3.4562 1.5884 -0.070
C -4.1481 -2.3722 0.9493 -0.129
H -1.8831 0.4034 -2.1435 0.047
H -2.6417 0.6196 -4.4720 0.110
H -5.0444 0.8967 -4.9749 0.119
H -6.6931 0.9402 -3.1346 0.121
H -5.9611 0.7041 -0.8102 0.116
H -3.0255 1.2949 3.4429 0.084
H -3.1243 3.4726 4.5797 0.114
H -3.7141 5.5075 3.3108 0.118
H -4.2071 5.3590 0.8960 0.115
H -4.0884 3.1913 -0.2622 0.095
H -5.1179 0.0890 3.0757 0.099
H -6.1490 -1.8367 4.2032 0.118
H -5.9006 -4.1067 3.2648 0.118
H -4.6566 -4.4472 1.1592 0.112
H -3.6226 -2.5228 0.0118 0.089

=====

2.
112
Properties=species:S:1:pos:R:3:lowdin_charge:R:1 method="wB97M-V/def2-TZVPD" energy_ev=-212418.76439 gap_ev="6.84 / 5.35" de_lowest_kcal_mol=22.09 e_lumo_ev="-4.288 / -7.419" s_squared=6.0222 spin_multiplicity=5 charge=+2
Pd -0.8720 0.2829 -0.8974 0.222
S -0.6035 -2.0007 -1.5034 0.691
C 0.8898 -2.4676 -0.7253 -0.641
N 1.1251 -3.7648 -0.4816 -0.088
C 2.3391 -4.1377 0.2366 -0.087
C 3.4814 -3.2613 -0.2094 -0.083
N 3.1001 -1.8605 -0.0468 -0.099
C 4.1191 -0.9712 0.5192 -0.119
C 4.2351 -1.1739 2.0088 -0.213
C 5.3536 -1.7578 2.5824 -0.037
C 5.4128 -1.9590 3.9580 -0.062
C 4.3531 -1.5744 4.7624 -0.070
C 3.2319 -0.9764 4.1941 -0.071
C 3.1764 -0.7773 2.8262 -0.052
C 1.8538 -1.4888 -0.3740 -0.634
S 1.4508 0.2080 -0.3744 0.680
C 0.2832 -4.8689 -0.9501 -0.122
C 0.9457 -5.6075 -2.0838 -0.222
C 1.1883 -4.9569 -3.2919 -0.038
C 1.8211 -5.6240 -4.3266 -0.067
C 2.2156 -6.9480 -4.1645 -0.071
C 1.9743 -7.6002 -2.9671 -0.064
C 1.3418 -6.9279 -1.9274 -0.043
H 2.5539 -5.1848 0.0263 0.136
H 2.1727 -4.0184 1.3111 0.129
H 3.7376 -3.4530 -1.2559 0.148
H 4.3595 -3.4481 0.4070 0.133
H 3.8531 0.0600 0.2899 0.082
H 5.0594 -1.1875 0.0101 0.136
H 6.1877 -2.0547 1.9575 0.117
H 6.2892 -2.4134 4.3985 0.112
H 4.4019 -1.7276 5.8314 0.110
H 2.4106 -0.6547 4.8222 0.103
H 2.3175 -0.2854 2.3814 0.071
H -0.6858 -4.4611 -1.2377 0.083
H 0.1160 -5.5345 -0.1007 0.128
H 0.8747 -3.9270 -3.4223 0.098
H 2.0027 -5.1179 -5.2650 0.108
H 2.7066 -7.4691 -4.9747 0.110
H 2.2765 -8.6303 -2.8384 0.111
H 1.1491 -7.4404 -0.9921 0.115
C -3.6723 1.5276 1.1328 -0.396
C -3.4163 0.0448 1.3769 -0.412
As -1.5098 -0.3174 1.4248 1.241
C -1.3824 -2.1453 1.9766 -0.387
C -2.4183 -3.0406 1.7364 -0.100
C -2.3012 -4.3575 2.1617 -0.061
C -1.1579 -4.7718 2.8306 -0.065
C -0.1255 -3.8744 3.0702 -0.072
C -0.2287 -2.5612 2.6335 -0.103
C -0.8474 0.6645 2.9281 -0.380
C -1.4075 0.4587 4.1885 -0.089
C -0.9106 1.1534 5.2799 -0.058
C 0.1529 2.0348 5.1188 -0.059
C 0.7174 2.2291 3.8678 -0.071
C 0.2131 1.5488 2.7652 -0.144
As -2.8221 2.1802 -0.5042 1.363
C -4.0016 3.4987 -1.2343 -0.375
C -4.7553 4.3289 -0.4081 -0.095
C -5.5615 5.3010 -0.9815 -0.054
C -5.6219 5.4330 -2.3633 -0.053
C -4.8850 4.5922 -3.1822 -0.059
C -4.0761 3.6137 -2.6172 -0.117
C -1.4297 3.4174 0.1649 -0.265
C -1.6455 4.1217 1.3508 -0.088
C -0.7176 5.0205 1.8513 -0.048
C 0.4805 5.2206 1.1849 -0.031
C 0.7302 4.5476 -0.0023 0.003
C -0.2384 3.6988 -0.4902 -0.250
H -3.3161 2.1323 1.9673 0.058
H -4.7410 1.7172 1.0064 0.086
H -3.8125 -0.5592 0.5558 0.071
H -3.8952 -0.2859 2.3016 0.090
H -3.3196 -2.7309 1.2230 0.100
H -3.1098 -5.0527 1.9837 0.115
H -1.0791 -5.7924 3.1800 0.114
H 0.7543 -4.1910 3.6155 0.114
H 0.5765 -1.8654 2.8420 0.089
H -2.2157 -0.2506 4.3301 0.113
H -1.3433 0.9988 6.2587 0.115
H 0.5446 2.5648 5.9764 0.115
H 1.5520 2.9068 3.7479 0.113
H 0.6591 1.6947 1.7884 0.046
H -4.7241 4.2368 0.6699 0.102
H -6.1470 5.9538 -0.3489 0.117
H -6.2575 6.1896 -2.8025 0.117
H -4.9472 4.6865 -4.2577 0.115
H -3.5128 2.9403 -3.2521 0.076
H -2.5628 3.9741 1.9043 0.098
H -0.9262 5.5492 2.7705 0.122
H 1.2246 5.8987 1.5779 0.123
H 1.6624 4.6786 -0.5309 0.102
H -0.5195 2.2742 -1.8444 0.017
C -2.5259 0.3544 -3.5308 -0.183
O -1.6325 1.1462 -2.7736 -0.415
H -3.5203 0.3678 -3.0721 0.085
H -2.1711 -0.6751 -3.5918 0.053
H -2.6200 0.8030 -4.5224 0.094
C 2.1647 4.7151 -2.9743 -0.148
Si 0.6519 3.7704 -3.3675 0.568
C -0.7666 4.7773 -3.9181 -0.127
C 0.9702 2.2119 -4.2651 -0.129
O 0.0434 3.0703 -1.7486 -0.105
H 2.6368 4.9573 -3.9308 0.062
H 2.8790 4.1120 -2.4104 0.058
H 1.9841 5.6574 -2.4596 0.051
H -0.5036 5.3609 -4.8024 0.060
H -1.0663 5.4794 -3.1359 0.058
H -1.6182 4.1468 -4.1712 0.032
H 1.7212 2.4062 -5.0339 0.059
H 0.0854 1.8018 -4.7457 0.042
H 1.3825 1.4624 -3.5818 0.044

=====

3.
115
Properties=species:S:1:pos:R:3:lowdin_charge:R:1 method="wB97M-V/def2-TZVPD" energy_ev=-163180.95755 gap_ev=6.81 e_lumo_ev=2.539 charge=-1
Cd 0.5633 0.2339 0.1060 1.198
F 6.7125 -2.0361 -1.0583 0.108
C 5.8759 -0.9870 -1.2589 -0.608
F 5.9807 -0.2237 -0.1827 0.110
F 6.4362 -0.2964 -2.2779 0.120
C 4.4977 -1.4607 -1.6233 -0.134
C 4.4659 -2.4174 -2.6204 -0.022
C 3.2555 -2.8821 -3.1045 -0.060
C 2.1115 -2.3355 -2.5503 -0.172
N 2.1130 -1.4302 -1.5842 -0.003
C 3.2834 -0.9646 -1.0862 -0.714
S 3.1637 0.1768 0.1833 0.632
H 5.3993 -2.7932 -3.0214 0.121
H 3.1973 -3.6356 -3.8757 0.096
H 1.1355 -2.6405 -2.9046 0.096
S -1.7506 -0.8562 3.6950 0.531
C -2.6953 -2.1195 2.9814 -0.790
C -3.9457 -2.5106 3.4903 -0.139
C -4.6591 -3.5491 2.9258 -0.115
C -4.1448 -4.2546 1.8428 -0.117
C -2.9093 -3.8938 1.3274 -0.112
C -2.1972 -2.8339 1.8742 -0.410
As -0.4799 -2.2059 1.1939 1.249
C -0.2537 -3.6277 -0.1560 -0.393
C 0.5185 -4.7687 0.0138 -0.089
C 0.5676 -5.7439 -0.9749 -0.086
C -0.1703 -5.6017 -2.1393 -0.103
C -0.9543 -4.4697 -2.3169 -0.103
C -0.9842 -3.4907 -1.3362 -0.156
C 0.7994 -2.8293 2.5134 -0.412
C 0.4217 -3.2605 3.7766 -0.127
C 1.3914 -3.6355 4.6970 -0.096
C 2.7366 -3.5776 4.3605 -0.109
C 3.1143 -3.1450 3.0959 -0.085
C 2.1470 -2.7699 2.1771 -0.144
H -4.3337 -1.9790 4.3495 0.086
H -5.6227 -3.8239 3.3389 0.092
H -4.6979 -5.0752 1.4044 0.088
H -2.5089 -4.4486 0.4887 0.087
H 1.0941 -4.9046 0.9225 0.097
H 1.1799 -6.6239 -0.8266 0.098
H -0.1346 -6.3656 -2.9049 0.095
H -1.5372 -4.3466 -3.2206 0.101
H -1.5954 -2.6088 -1.4920 0.083
H -0.6265 -3.2844 4.0497 0.069
H 1.0907 -3.9675 5.6826 0.096
H 3.4895 -3.8666 5.0821 0.092
H 4.1604 -3.0822 2.8277 0.102
H 2.4483 -2.3960 1.2051 0.064
C -3.0438 2.8158 2.8635 -0.138
C -2.5043 3.2700 1.5046 -0.544
C -3.4035 4.3650 0.9327 -0.119
P -2.0420 1.8072 0.4194 1.038
C -3.4860 0.6371 0.4021 -0.545
C -3.2505 -0.3598 -0.7301 -0.142
C -4.9183 1.1633 0.3488 -0.104
C -1.9277 2.5288 -1.2412 -0.322
C -3.0203 3.1342 -1.8683 -0.099
C -2.9386 3.8165 -3.0663 -0.303
C -4.1391 4.4752 -3.6888 -0.070
C -1.6695 3.9132 -3.6423 -0.056
C -0.5720 3.3099 -3.0813 -0.026
C -0.6578 2.5391 -1.8876 -0.333
N 0.4138 1.8571 -1.4145 -0.093
C 1.6427 2.0530 -2.0895 -0.333
C 1.9818 1.2801 -3.2046 -0.231
C 0.9878 0.3217 -3.7972 -0.055
C 3.2390 1.4365 -3.7817 -0.015
C 4.1519 2.3641 -3.3027 -0.278
C 5.5084 2.5245 -3.9335 -0.064
C 3.7791 3.1505 -2.2180 -0.019
C 2.5462 3.0052 -1.6046 -0.251
C 2.1807 3.8114 -0.3931 -0.046
H -2.9610 3.6310 3.5876 0.077
H -2.5439 1.9318 3.2546 0.007
H -4.1002 2.5569 2.7912 0.064
H -1.5214 3.7386 1.6611 0.089
H -4.4047 3.9948 0.7122 0.064
H -2.9924 4.8069 0.0272 0.067
H -3.5038 5.1570 1.6807 0.076
H -3.3536 0.1108 1.3550 0.066
H -3.3150 0.1294 -1.7050 0.076
H -3.9905 -1.1624 -0.6879 0.083
H -2.2609 -0.8117 -0.6481 -0.004
H -5.1494 1.6323 -0.6064 0.061
H -5.1303 1.8734 1.1447 0.047
H -5.6050 0.3217 0.4700 0.079
H -3.9847 3.0885 -1.3820 0.079
H -5.0580 4.1456 -3.2029 0.068
H -4.2211 4.2382 -4.7510 0.069
H -4.0931 5.5638 -3.6021 0.071
H -1.5450 4.4726 -4.5637 0.108
H 0.3880 3.3930 -3.5711 0.108
H 0.2462 0.8607 -4.3910 0.079
H 0.4440 -0.2175 -3.0185 0.050
H 1.4851 -0.4023 -4.4434 0.071
H 3.5092 0.8136 -4.6282 0.113
H 5.6814 1.7570 -4.6862 0.069
H 6.2974 2.4413 -3.1867 0.071
H 5.6077 3.5002 -4.4147 0.073
H 4.4816 3.8758 -1.8216 0.114
H 2.9720 4.5184 -0.1450 0.072
H 2.0226 3.1543 0.4671 0.058
H 1.2515 4.3627 -0.5496 0.075
C 1.1431 1.2129 5.9264 -0.093
N 1.3720 0.4889 4.7031 0.031
C 0.9318 0.8630 3.4794 -0.684
N 0.2247 2.0321 3.4072 0.180
O 1.1943 0.1841 2.4951 -0.189
H 1.7621 0.7806 6.7103 0.083
H 0.0983 1.1540 6.2519 0.081
H 1.4213 2.2630 5.8140 0.082
H 1.8269 -0.4091 4.7190 0.136
H -0.3534 2.2500 4.2024 0.079
H -0.2808 2.0936 2.5293 0.029

=====

4.
110
Properties=species:S:1:pos:R:3:lowdin_charge:R:1 method="wB97M-V/def2-TZVPD" energy_ev=-91267.44293 gap_ev=4.91 de_lowest_kcal_mol=0.00 e_lumo_ev=-1.524 charge=0
Au 0.0109 1.2506 0.2758 1.377
C -5.6559 0.3397 2.4372 -0.077
C -5.3042 -0.2367 1.0629 -0.176
C -4.1443 0.4875 0.4701 -0.121
C -4.1499 1.4707 -0.5009 -0.120
C -5.3146 2.0148 -1.2608 -0.184
C -5.9117 3.2465 -0.5778 -0.076
C -2.8039 1.8935 -0.6484 -0.213
C -2.3950 2.9382 -1.4737 0.060
C -1.0943 3.3190 -1.6469 -0.220
C -0.6783 4.3939 -2.5070 -0.130
C -1.6072 5.3456 -3.1758 -0.181
C -2.2046 6.3345 -2.1726 -0.077
C 0.6800 4.3736 -2.5386 -0.125
C 1.0989 3.2990 -1.6757 -0.216
C 2.3941 2.9161 -1.4823 0.065
C 2.8118 1.9345 -0.5863 -0.215
N 2.0059 1.2611 0.2904 -0.032
C 2.8349 0.4918 1.0600 -0.207
C 2.4088 -0.3646 2.0801 0.074
C 1.1003 -0.6200 2.3940 -0.243
N 0.0095 -0.0701 1.7761 -0.051
C -1.0946 -0.6710 2.3306 -0.228
C -2.3811 -0.5285 1.8952 0.073
C -2.7951 0.3303 0.8781 -0.215
N -1.9833 1.1837 0.1860 -0.027
C -0.6988 -1.5432 3.4073 -0.169
C 0.6661 -1.5428 3.4199 -0.214
C 1.5843 -2.3011 4.3118 -0.206
C 2.1786 -1.3864 5.3831 -0.081
C -1.6422 -2.2373 4.3368 -0.183
C -2.1220 -3.6001 3.8320 -0.112
C 4.1860 0.6886 0.6705 -0.117
C 4.1676 1.5742 -0.3887 -0.122
C 5.3281 2.1065 -1.1665 -0.187
C 5.8788 3.3845 -0.5307 -0.082
C 5.3895 0.0727 1.3029 -0.187
C 5.5780 -1.3955 0.9185 -0.074
N 0.0033 2.6875 -1.1198 -0.023
C 1.5749 5.3109 -3.2745 -0.185
C 1.8416 6.5712 -2.4502 -0.073
H -6.4987 -0.1916 2.8750 0.075
H -5.9193 1.3912 2.3468 0.068
H -4.8062 0.2689 3.1134 0.066
H -6.1679 -0.1403 0.4027 0.108
H -5.0653 -1.2983 1.1616 0.117
H -6.0874 1.2459 -1.3410 0.110
H -5.0028 2.2820 -2.2740 0.110
H -6.2332 3.0002 0.4303 0.067
H -6.7710 3.6075 -1.1382 0.073
H -5.1750 4.0433 -0.5115 0.068
H -3.1623 3.4749 -2.0058 0.108
H -2.4167 4.7978 -3.6629 0.114
H -1.0630 5.8963 -3.9441 0.107
H -2.7567 5.8062 -1.3982 0.066
H -2.8784 7.0198 -2.6825 0.075
H -1.4162 6.9100 -1.6921 0.069
H 3.1654 3.4203 -2.0399 0.107
H 3.1731 -0.8788 2.6374 0.111
H -3.1432 -1.1206 2.3712 0.110
H 2.3803 -2.7379 3.7062 0.106
H 1.0374 -3.1200 4.7802 0.112
H 2.7149 -0.5631 4.9180 0.064
H 2.8641 -1.9427 6.0173 0.072
H 1.3846 -0.9718 6.0003 0.077
H -2.5121 -1.5951 4.5010 0.108
H -1.1437 -2.3753 5.2995 0.111
H -2.5106 -3.5273 2.8200 0.061
H -2.9075 -3.9798 4.4821 0.070
H -1.3006 -4.3095 3.8194 0.043
H 5.0306 2.3179 -2.1969 0.110
H 6.1175 1.3522 -1.1995 0.113
H 5.1212 4.1642 -0.5286 0.069
H 6.7462 3.7387 -1.0829 0.073
H 6.1717 3.1963 0.4990 0.074
H 5.3023 0.1552 2.3885 0.115
H 6.2714 0.6385 0.9970 0.104
H 4.7154 -1.9871 1.2161 0.071
H 6.4671 -1.7917 1.4060 0.073
H 5.7007 -1.4965 -0.1574 0.081
H 1.0901 5.5953 -4.2108 0.110
H 2.5222 4.8316 -3.5228 0.105
H 0.9067 7.0896 -2.2519 0.063
H 2.5042 7.2412 -2.9931 0.073
H 2.3013 6.3123 -1.4989 0.078
S 0.3511 -3.8519 1.4648 0.325
P 0.1528 -3.5408 -0.4854 0.048
S 0.1874 -1.6091 -0.9940 0.168
C -1.3770 -4.3328 -1.0916 -0.379
C -1.5126 -5.7039 -0.9164 -0.098
C -2.6323 -6.3487 -1.4060 -0.090
C -3.6169 -5.6267 -2.0651 -0.099
C -3.4981 -4.2526 -2.1956 -0.096
C -2.3801 -3.6004 -1.7053 -0.115
C 1.4972 -4.4118 -1.3619 -0.388
C 2.3890 -5.2119 -0.6647 -0.122
C 3.4708 -5.7705 -1.3214 -0.094
C 3.6649 -5.5230 -2.6699 -0.100
C 2.7658 -4.7298 -3.3664 -0.093
C 1.6807 -4.1738 -2.7170 -0.107
H -0.7354 -6.2523 -0.4001 0.101
H -2.7250 -7.4187 -1.2898 0.099
H -4.4712 -6.1385 -2.4858 0.096
H -4.2654 -3.6831 -2.6999 0.096
H -2.2691 -2.5293 -1.8074 0.055
H 2.2342 -5.3823 0.3919 0.047
H 4.1632 -6.3906 -0.7709 0.097
H 4.5237 -5.9383 -3.1779 0.096
H 2.9134 -4.5353 -4.4183 0.097
H 0.9839 -3.5397 -3.2479 0.093